[1]
Molecular formula: C3H4FeO3
Method: DFT, the ωB97M-V functional and the def2-TZVPD basis

Values from the calculation:
HOMO level (alpha / beta) in eV: -18.57 / -21.91
Energy above the lowest of the compared OMol25 structures with the same formula, charge and spin in eV: 0.0000
LUMO level (alpha / beta) in eV: -10.388 / -15.103

The geometry in ORCA input format:
```
! RIJCOSX wB97M-V def2-TZVPD def2/J DEFGRID3
* xyz 2 7
H -1.649 -0.624 -1.281
O 0.699 -0.764 -0.066
Fe 2.572 -1.136 0.499
C -0.451 -0.959 0.338
C -1.624 -0.261 -0.224
H -0.601 -1.543 1.263
H -1.595 0.794 0.088
H -2.531 -0.644 0.271
O 2.619 0.981 -0.137
C 1.716 1.700 -0.341
O 0.845 2.457 -0.410
*
```



[2]
Molecular formula: C49H54N7O2P2Rb
Method: DFT, the ωB97M-V functional and the def2-TZVPD basis

Values from the calculation:
HOMO level in eV: -1.82
Energy above the lowest of the compared OMol25 structures with the same formula, charge and spin in eV: 0.0000
LUMO level in eV: 3.388

The geometry in ORCA input format:
```
! RIJCOSX wB97M-V def2-TZVPD def2/J DEFGRID3
* xyz -2 1
Rb 0.036 -1.274 0.820
C 0.857 -3.760 -0.736
C -0.530 -3.725 -1.032
C -0.707 -2.737 -2.057
C 0.580 -2.187 -2.308
C 1.545 -2.818 -1.505
C 3.035 -2.540 -1.515
C 3.598 -2.750 -2.928
C 3.317 -1.093 -1.083
C 3.768 -3.468 -0.544
C -1.914 -2.311 -2.907
C -2.905 -1.414 -2.142
C -2.660 -3.509 -3.515
C -1.447 -1.476 -4.109
C -1.481 -4.677 -0.295
C -1.703 -5.971 -1.101
C -2.840 -4.067 0.074
C -0.854 -5.103 1.047
H 1.316 -4.386 0.016
H 0.801 -1.433 -3.051
H 3.097 -2.094 -3.645
H 3.434 -3.781 -3.252
H 4.674 -2.540 -2.955
H 2.791 -0.395 -1.742
H 4.390 -0.873 -1.122
H 2.991 -0.935 -0.051
H 3.598 -4.515 -0.807
H 3.424 -3.302 0.479
H 4.843 -3.267 -0.561
H -3.298 -1.893 -1.248
H -3.753 -1.137 -2.782
H -2.404 -0.496 -1.828
H -3.150 -4.122 -2.765
H -1.959 -4.144 -4.063
H -3.431 -3.159 -4.212
H -0.963 -0.554 -3.793
H -2.315 -1.203 -4.721
H -0.745 -2.037 -4.729
H -2.178 -5.777 -2.061
H -2.330 -6.677 -0.541
H -0.739 -6.445 -1.299
H -3.438 -3.810 -0.795
H -2.715 -3.168 0.684
H -3.420 -4.781 0.668
H 0.007 -5.757 0.899
H -1.591 -5.647 1.644
H -0.515 -4.239 1.623
C 0.678 3.998 -0.520
N 0.033 2.740 -0.165
P -0.043 2.205 1.476
C -0.723 3.698 2.315
C 0.000 4.859 2.588
C -0.632 5.975 3.116
C -1.995 5.945 3.381
C -2.722 4.791 3.130
C -2.085 3.675 2.605
C 1.708 2.252 1.971
C 2.708 1.940 1.053
C 4.026 1.805 1.464
C 4.355 1.971 2.801
C 3.364 2.269 3.727
C 2.047 2.406 3.315
P -1.230 2.079 -1.111
C -2.442 3.460 -1.233
C -2.203 4.685 -1.858
C -3.151 5.696 -1.819
C -4.361 5.493 -1.165
C -4.619 4.275 -0.556
C -3.663 3.268 -0.591
C -0.469 2.127 -2.771
C -1.185 2.446 -3.922
C -0.602 2.304 -5.175
C 0.703 1.845 -5.291
C 1.426 1.528 -4.147
C 0.841 1.665 -2.899
H 1.628 4.082 0.009
H 0.056 4.861 -0.264
H 0.884 4.015 -1.593
H 1.066 4.882 2.392
H -0.059 6.872 3.323
H -2.487 6.818 3.795
H -3.783 4.757 3.347
H -2.646 2.765 2.421
H 2.453 1.781 0.011
H 4.791 1.515 0.755
H 5.376 1.820 3.127
H 3.613 2.353 4.777
H 1.275 2.607 4.050
H -1.271 4.843 -2.389
H -2.949 6.645 -2.302
H -5.101 6.284 -1.137
H -5.563 4.107 -0.053
H -3.861 2.313 -0.114
H -2.208 2.798 -3.844
H -1.175 2.542 -6.063
H 1.151 1.723 -6.269
H 2.437 1.145 -4.224
H 1.397 1.391 -2.010
N 1.949 -1.278 4.560
C 2.773 -1.284 3.474
O 2.303 -1.339 2.326
C 4.194 -1.221 3.730
C 4.690 -1.004 5.029
N 5.086 -0.839 6.107
C 5.095 -1.146 2.647
N 5.860 -1.076 1.779
H 2.327 -1.304 5.490
H 0.952 -1.392 4.433
O -1.587 -1.289 3.025
N -1.264 -1.452 4.218
C -2.128 -2.091 5.003
C -3.399 -2.550 4.536
N -4.426 -2.914 4.158
C -1.786 -2.272 6.374
N -1.543 -2.422 7.491
*
```



Copy entry 1 word for word.
Molecular formula: C3H4FeO3
Method: DFT, the ωB97M-V functional and the def2-TZVPD basis

Values from the calculation:
HOMO level (alpha / beta) in eV: -18.57 / -21.91
Energy above the lowest of the compared OMol25 structures with the same formula, charge and spin in eV: 0.0000
LUMO level (alpha / beta) in eV: -10.388 / -15.103

The geometry in ORCA input format:
```
! RIJCOSX wB97M-V def2-TZVPD def2/J DEFGRID3
* xyz 2 7
H -1.649 -0.624 -1.281
O 0.699 -0.764 -0.066
Fe 2.572 -1.136 0.499
C -0.451 -0.959 0.338
C -1.624 -0.261 -0.224
H -0.601 -1.543 1.263
H -1.595 0.794 0.088
H -2.531 -0.644 0.271
O 2.619 0.981 -0.137
C 1.716 1.700 -0.341
O 0.845 2.457 -0.410
*
```



Q: Which value of energy above the lowest of the compared OMol25 structures with the same formula, charge and spin does entry 2 give?
A: 0.0000 eV